Formula: C44H98N2O13S8
Source: the Open Molecules 2025 dataset
Level of theory: ωB97M-V/def2-TZVPD

Properties
Maximum force   4.056 eV/A
LUMO energy   0.389 eV
Electronic energy   -6008.035979 Ha
HOMO   -8.168 eV

Geometry (Å):
C 6.322 1.278 2.626
C 5.019 0.507 2.125
O 5.206 -0.899 2.071
C 4.195 -1.528 1.251
C 2.745 -1.141 1.689
C 1.722 -2.363 1.632
C 0.808 -2.190 2.925
C -0.654 -2.755 2.748
C -1.581 -1.831 3.649
N -0.850 -1.701 4.940
O -2.818 -2.480 3.918
C -3.934 -1.605 4.006
C -3.682 -0.307 4.837
C -4.974 0.514 5.161
N -4.621 1.883 5.591
C -4.322 2.762 4.459
C -4.040 4.243 4.878
C -3.596 1.892 6.580
C -2.086 2.115 6.300
O -3.907 1.751 7.694
C -4.603 -1.292 2.617
O -4.017 -0.190 1.946
C -4.574 -0.237 0.631
C -4.707 1.263 0.042
O -4.027 2.108 0.980
C -3.227 3.011 0.338
C -3.592 4.412 0.497
C -2.777 5.411 -0.121
C -3.098 6.923 0.056
C -1.637 5.066 -0.922
C -1.277 3.684 -1.083
C -2.062 2.664 -0.435
C -1.651 1.163 -0.567
C -0.528 0.954 -1.641
C -0.993 0.798 0.834
H 6.997 1.552 1.775
H 5.938 2.242 3.035
H 6.826 0.774 3.468
H 4.602 0.954 1.196
H 4.254 0.701 2.916
H 4.428 -1.228 0.205
H 4.344 -2.616 1.408
H 2.816 -0.861 2.767
H 2.346 -0.276 1.116
H 1.115 -2.185 0.717
H 2.257 -3.328 1.619
H 1.344 -2.707 3.736
H 0.751 -1.087 3.074
H -0.925 -2.600 1.684
H -0.737 -3.815 3.046
H -1.660 -0.872 3.104
H -0.662 -0.728 5.139
H -1.475 -2.100 5.627
H -4.719 -2.178 4.558
H -3.131 -0.629 5.752
H -2.983 0.395 4.326
H -5.525 0.632 4.202
H -5.566 0.010 5.944
H -5.214 2.808 3.794
H -3.460 2.436 3.835
H -4.016 4.921 3.995
H -4.824 4.656 5.548
H -3.072 4.382 5.397
H -1.509 1.231 6.649
H -1.667 3.008 6.793
H -1.852 2.219 5.215
H -4.628 -2.221 2.005
H -5.668 -1.053 2.871
H -3.961 -0.849 -0.063
H -5.590 -0.699 0.644
H -4.315 1.326 -0.988
H -5.820 1.507 0.061
H -4.485 4.655 1.091
H -4.100 7.132 -0.355
H -3.082 7.164 1.143
H -2.297 7.497 -0.440
H -1.022 5.827 -1.424
H -0.397 3.471 -1.706
H -2.529 0.538 -0.799
H -0.238 -0.142 -1.568
H -0.863 1.138 -2.677
H 0.357 1.547 -1.338
H -0.296 -0.054 0.769
H -0.541 1.733 1.212
H -1.824 0.533 1.519
C 2.482 -0.761 -3.984
S 1.257 -1.818 -3.199
O 1.922 -2.507 -2.053
C 1.141 -3.009 -4.545
H 2.735 0.043 -3.293
H 3.380 -1.334 -4.217
H 2.059 -0.334 -4.895
H 2.118 -3.447 -4.736
H 0.771 -2.512 -5.440
H 0.446 -3.788 -4.253
C 2.857 5.733 0.194
S 2.158 5.163 -1.365
O 3.026 4.063 -1.867
C 2.566 6.644 -2.308
H 2.746 4.938 0.930
H 3.915 5.963 0.065
H 2.317 6.617 0.534
H 3.642 6.817 -2.280
H 2.036 7.500 -1.888
H 2.249 6.492 -3.338
C 5.432 3.361 6.714
S 3.807 3.137 5.967
O 4.020 2.793 4.536
C 3.325 4.872 6.037
H 5.934 2.396 6.735
H 6.020 4.063 6.122
H 5.316 3.732 7.733
H 4.045 5.480 5.487
H 3.277 5.195 7.077
H 2.342 4.973 5.581
C -9.904 1.262 2.115
S -8.371 0.713 1.346
O -8.233 1.432 0.051
C -8.948 -0.954 0.977
H -9.791 2.307 2.396
H -10.730 1.163 1.410
H -10.098 0.666 3.007
H -9.834 -0.909 0.345
H -9.175 -1.474 1.908
H -8.154 -1.483 0.452
C 4.642 1.446 -5.677
S 3.189 2.395 -6.146
O 2.446 1.601 -7.166
C 4.090 3.689 -7.018
H 4.313 0.558 -5.145
H 5.197 1.151 -6.567
H 5.272 2.046 -5.021
H 4.681 3.251 -7.824
H 4.739 4.214 -6.318
H 3.367 4.387 -7.436
C 0.291 -7.766 -6.694
S 0.296 -6.472 -5.444
O 0.920 -5.261 -6.054
C 1.535 -7.238 -4.384
H -0.396 -7.474 -7.486
H 1.292 -7.887 -7.108
H -0.047 -8.698 -6.252
H 2.458 -7.391 -4.943
H 1.156 -8.191 -4.013
H 1.725 -6.572 -3.543
C 7.147 -0.809 -0.963
S 8.410 0.472 -0.888
O 8.630 0.963 -2.276
C 9.776 -0.632 -0.485
H 6.203 -0.343 -1.241
H 7.418 -1.555 -1.711
H 7.043 -1.278 0.017
H 9.884 -1.388 -1.263
H 9.587 -1.107 0.478
H 10.688 -0.040 -0.425
C -2.327 -11.957 -8.448
S -0.798 -11.036 -8.692
O -0.407 -10.467 -7.372
C -1.531 -9.702 -9.657
H -2.108 -12.825 -7.829
H -3.063 -11.329 -7.947
H -2.709 -12.289 -9.414
H -2.317 -9.215 -9.080
H -1.939 -10.107 -10.583
H -0.751 -8.980 -9.890

Mulliken atomic charge list, values in e, 4 entries:
1 C -1.04
2 C 0.08
3 O -0.48
4 C -0.19